<i>
{"formula": "C8H16N4", "method": "ωB97M-V with the def2-TZVPD basis set", "symbols": ["C", "C", "N", "C", "N", "C", "N", "C", "C", "C", "C", "N", "H", "H", "H", "H", "H", "H", "H", "H", "H", "H", "H", "H", "H", "H", "H", "H"], "positions_angstrom": [[3.6825, 0.7370, -0.5788], [2.8965, 1.0467, 0.6028], [1.4270, 0.8177, 0.1960], [0.5942, -0.1710, 0.5161], [0.8536, -1.2983, 1.1969], [-0.7573, 0.0908, -0.1291], [-0.8575, 1.3607, -0.6432], [-1.9440, 1.9116, -0.3851], [-2.9577, 1.0082, 0.3065], [-2.1478, -0.2929, 0.4575], [-1.6936, -0.9091, -0.8206], [-1.4931, -2.3922, -0.8247], [3.4508, -0.3659, -0.7794], [3.4005, 1.3950, -1.4320], [4.7426, 0.9691, -0.2127], [3.0784, 2.1337, 0.7814], [3.0252, 0.4653, 1.4620], [1.0375, 1.5277, -0.3347], [0.1379, -1.9625, 1.2822], [1.7150, -1.2958, 1.6367], [-2.0959, 2.9321, -0.7422], [-3.4604, 1.1977, 1.2704], [-3.8088, 0.7542, -0.4017], [-2.3501, -0.7828, 1.3772], [-2.2057, -0.4994, -1.6826], [-2.2709, -2.8564, -1.1670], [-1.3796, -2.7469, 0.2391], [-0.6192, -2.7740, -1.1913]], "smiles": "CC/[NH+]=C(\\N)[C@]12N=CC[C@H]1[C@@H]2[NH3+]", "homo_lumo_gap_ha": 0.38006, "charge": 2, "homo_energy_ev": -17.7}

<ii>
{"formula": "C8H16N4", "method": "ωB97M-V with the def2-TZVPD basis set", "symbols": ["C", "C", "C", "C", "C", "C", "C", "C", "N", "N", "N", "N", "H", "H", "H", "H", "H", "H", "H", "H", "H", "H", "H", "H", "H", "H", "H", "H"], "positions_angstrom": [[1.5667, -1.8846, -0.3985], [1.3633, 2.0411, 0.1557], [0.2315, -0.5348, 1.1466], [3.0116, 0.1781, -0.1239], [-0.4138, 0.3816, 0.1553], [-2.3883, -1.2345, 0.0100], [-2.7455, 1.2112, -0.2834], [-1.7368, 0.0606, -0.4747], [2.5294, -1.0129, -0.6533], [0.1379, 1.5354, -0.1337], [0.5957, -1.7629, 0.4741], [2.5211, 1.3732, 0.1811], [1.6084, -2.8103, -0.9625], [1.4233, 3.1114, 0.2699], [1.0955, -0.0840, 1.6372], [-0.4964, -0.7693, 1.9296], [4.0950, 0.1674, -0.1212], [-1.8442, -2.1197, -0.3044], [-3.3777, -1.3096, -0.4316], [-2.5216, -1.2405, 1.0882], [-3.0621, 1.2626, 0.7558], [-3.6262, 1.0091, -0.8867], [-2.3711, 2.1873, -0.5871], [-1.5673, -0.0337, -1.5577], [3.2324, -1.4012, -1.2844], [-0.4851, 2.2042, -0.5982], [-0.0571, -2.5342, 0.5678], [3.2814, 2.0089, 0.4299]], "homo_lumo_gap_ha": [0.26004, 0.25990], "charge": 2, "homo_energy_ev": [-15.5, -15.5]}

Computed relative energies in units of kJ/mol: <i> 11.6; <ii> 0.0

<i>
{"formula": "C3H6Cl2Si", "method": "ωB97M-V with the def2-TZVPD basis set", "symbols": ["C", "C", "C", "Si", "Cl", "Cl", "H", "H", "H", "H", "H", "H"], "positions_angstrom": [[2.0037, -0.3758, 0.2513], [1.1014, -0.4603, 1.1795], [-1.7804, -0.8495, -0.7044], [-0.6054, -1.0829, 0.8098], [-1.3472, -2.2567, 2.2006], [0.5847, -3.0497, -1.7854], [2.8907, 0.2326, 0.5741], [1.9556, -0.9820, -0.5843], [1.3587, 0.0007, 2.1967], [-1.9194, 0.1335, -0.9009], [-1.4378, -1.3694, -1.5987], [-2.7012, -1.2940, -0.6159]], "homo_lumo_gap_ha": 0.23425, "charge": 0, "homo_energy_ev": -8.3}

<ii>
{"formula": "C3H6Cl2Si", "method": "ωB97M-V with the def2-TZVPD basis set", "symbols": ["C", "C", "C", "Si", "Cl", "Cl", "H", "H", "H", "H", "H", "H"], "positions_angstrom": [[-2.2004, -1.6412, -1.5179], [-2.0778, -1.2106, -0.3387], [1.4040, 1.9611, 0.9528], [1.3404, 0.0381, 0.4152], [2.4245, -0.1148, -1.2606], [2.2962, -1.2397, 1.7480], [-3.1393, -2.1842, -1.7268], [-1.6144, -1.4697, -2.4260], [-2.5512, -1.1377, 0.6286], [0.5431, 1.9415, 1.6576], [2.2613, 2.2345, 1.6088], [1.3135, 2.8227, 0.2591]], "homo_lumo_gap_ha": [0.27346, 0.30243], "charge": 0, "homo_energy_ev": [-8.6, -8.2]}

<iii>
{"formula": "C3H6Cl2Si", "method": "ωB97M-V with the def2-TZVPD basis set", "symbols": ["C", "C", "C", "Si", "Cl", "Cl", "H", "H", "H", "H", "H", "H"], "positions_angstrom": [[-0.7611, -1.0890, 1.1428], [0.1555, -0.4858, 0.4440], [-1.0477, 0.2538, -1.4977], [1.7686, 0.5160, 0.5390], [-1.6742, 1.8369, -1.2025], [-2.1489, -1.1197, -1.7338], [-0.9369, -1.5626, 2.0733], [-1.7211, -1.0684, 0.6442], [-0.1870, 0.2673, -2.2442], [2.5183, 0.9437, -0.8036], [2.5628, -0.3094, 1.5853], [1.4717, 1.8172, 1.0531]], "homo_lumo_gap_ha": [0.30948, 0.30950], "charge": 0, "homo_energy_ev": [-8.4, -8.4]}

Computed relative energies in units of kJ/mol: <i> 0.0; <ii> 65.7; <iii> 342.1

<i>
{"formula": "C6H10N2O3", "method": "ωB97M-V with the def2-TZVPD basis set", "symbols": ["C", "C", "C", "C", "C", "C", "N", "N", "O", "O", "O", "H", "H", "H", "H", "H", "H", "H", "H", "H", "H"], "positions_angstrom": [[-0.9798, 0.8682, -0.3354], [1.3940, 1.3497, 0.4007], [0.0755, 0.8866, 0.6546], [0.5635, -1.3153, -0.2411], [-2.2516, 1.6348, 0.0235], [-0.2994, -2.1591, 0.5826], [-1.0616, 0.1134, -1.3535], [1.8946, -1.3218, -0.4859], [1.7398, 1.5657, -0.8752], [2.2133, 1.4863, 1.2702], [0.0034, -0.8155, -1.4099], [-0.2221, 0.8773, 1.7312], [-2.9675, 1.5078, -0.7585], [-2.0105, 2.6527, 0.0768], [-2.6432, 1.2110, 0.8020], [0.1374, -3.1880, 0.5859], [-1.2205, -2.0557, 0.1221], [-0.3533, -1.9961, 1.6455], [2.5819, -1.8404, 0.0217], [1.2047, 1.0209, -1.5785], [2.2015, -0.4822, -0.8789]], "homo_lumo_gap_ha": [0.28338, 0.28340], "charge": 0, "homo_energy_ev": [-7.8, -7.8]}

<ii>
{"formula": "C6H10N2O3", "method": "ωB97M-V with the def2-TZVPD basis set", "symbols": ["C", "N", "O", "H", "C", "N", "C", "C", "C", "H", "H", "H", "H", "H", "H", "H", "H", "H", "O", "C", "O"], "positions_angstrom": [[2.2791, -2.0585, -1.3053], [2.2904, -1.6080, -0.2252], [2.4958, -1.1701, 0.8413], [2.5248, -2.5906, -2.2581], [-0.8571, -0.3129, -1.7385], [-0.5920, -0.6730, -0.3956], [-1.0727, 0.0527, 0.5142], [-1.6435, 1.4806, 0.2193], [-1.1265, -0.5443, 1.8600], [-1.8431, -0.4996, -2.0652], [-0.6912, 0.6751, -2.1563], [-0.2342, -1.0676, -2.3403], [-2.4111, 1.3655, -0.4168], [-0.8498, 2.1767, -0.1982], [-1.9889, 1.8436, 1.2478], [-0.2031, -0.0805, 2.3696], [-0.9196, -1.6348, 1.9273], [-1.9436, -0.2183, 2.3683], [2.5231, 1.4932, -0.5376], [2.2521, 1.5757, 0.5954], [2.0110, 1.7951, 1.6938]], "smiles": "C#[N+][O-].CN=C(C)C.O=C=O", "homo_lumo_gap_ha": 0.36304, "charge": 0, "homo_energy_ev": -9.1}

Computed relative energies in units of kJ/mol: <i> 21.8; <ii> 0.0

<i>
{"formula": "C8H12NS", "method": "ωB97M-V with the def2-TZVPD basis set", "symbols": ["C", "C", "C", "C", "C", "C", "C", "C", "N", "S", "H", "H", "H", "H", "H", "H", "H", "H", "H", "H", "H", "H"], "positions_angstrom": [[1.6247, -1.1665, -0.5129], [2.8951, -0.8170, -0.4835], [1.4439, 0.9193, 0.4273], [0.7237, -0.3089, 0.1356], [-1.5020, 0.4969, 1.1483], [-1.6911, 1.0306, -0.1875], [-0.5945, -0.5591, 0.4501], [-1.3142, -1.8413, 0.0927], [-1.0580, 2.0694, -0.7734], [3.2536, 0.7170, 0.2628], [1.2916, -2.1324, -1.1077], [3.7298, -1.2931, -0.9976], [1.1426, 1.5792, 1.3109], [-0.7719, 1.1673, 1.6508], [-2.3358, -0.0733, 1.6556], [-2.2491, 0.4770, -0.8960], [-1.0737, -2.5168, 1.0042], [-1.0319, -2.2679, -0.9182], [-2.3062, -1.7906, 0.2317], [-1.0688, 2.1708, -1.8171], [1.3017, 1.5141, -0.5045], [-0.4095, 2.6256, -0.1718]], "homo_lumo_gap_ha": [0.26987, 0.26990], "charge": 1, "homo_energy_ev": [-11.7, -11.7]}

<ii>
{"formula": "C8H12NS", "method": "ωB97M-V with the def2-TZVPD basis set", "symbols": ["C", "C", "C", "C", "C", "C", "C", "C", "N", "S", "H", "H", "H", "H", "H", "H", "H", "H", "H", "H", "H", "H"], "positions_angstrom": [[-0.4644, -2.0234, -1.5103], [-0.3597, -0.8787, -2.4034], [-0.1060, -2.0225, -0.2575], [0.4196, 0.1899, -2.2664], [-1.1058, 1.0440, 2.8941], [-1.1162, 0.5542, 1.6679], [0.8351, 0.2828, 0.1949], [-0.3475, 1.1464, 0.5176], [1.3874, 0.3932, -1.1713], [2.1033, 0.0709, 1.3919], [-0.9199, -2.9108, -1.9533], [-0.9881, -0.9110, -3.2822], [-0.0678, -2.6552, 0.5952], [0.4076, 0.9908, -2.9878], [-1.6580, 0.5764, 3.6904], [-0.5772, 1.9492, 3.1495], [-1.6651, -0.3445, 1.4290], [-0.9983, 1.2074, -0.3577], [-0.0206, 2.1603, 0.7808], [2.1288, -0.3201, -1.2393], [1.8391, 1.3104, -1.3098], [1.2738, 0.1905, 2.4276]], "homo_lumo_gap_ha": [0.30151, 0.30314], "charge": 1, "homo_energy_ev": [-12.2, -12.4]}

Computed relative energies in units of kJ/mol: <i> 0.0; <ii> 274.8

<i>
{"formula": "C6H12O", "method": "ωB97M-V with the def2-TZVPD basis set", "symbols": ["C", "O", "C", "C", "C", "C", "C", "H", "H", "H", "H", "H", "H", "H", "H", "H", "H", "H", "H"], "positions_angstrom": [[2.4837, -0.0926, -0.5557], [0.8719, 2.2412, 0.1910], [0.9836, -0.4233, -0.6419], [0.4443, -0.7086, 0.7733], [-0.9037, 0.0689, 1.0164], [-2.7464, 0.4590, -0.6270], [-2.0771, -0.3873, 0.1864], [2.8740, 0.0329, -1.5558], [3.0702, -0.8021, -0.0142], [2.4083, 0.9169, -0.0773], [0.5560, 0.5913, -0.9291], [0.7467, -1.2342, -1.3548], [0.3857, -1.7712, 1.0026], [1.1329, -0.1729, 1.4338], [-1.2240, -0.0106, 2.0660], [-0.5991, 1.0508, 0.7243], [-2.4203, 1.5372, -0.6582], [-3.6053, 0.1183, -1.2183], [-2.3812, -1.4137, 0.2384]], "spin_multiplicity": 2, "homo_lumo_gap_ha": [0.23346, 0.35193], "charge": 1, "homo_energy_ev": [-15.6, -15.6]}

<ii>
{"formula": "C6H12O", "method": "ωB97M-V with the def2-TZVPD basis set", "symbols": ["O", "C", "C", "C", "C", "C", "C", "H", "H", "H", "H", "H", "H", "H", "H", "H", "H", "H", "H"], "positions_angstrom": [[-0.0325, -0.3701, -2.8795], [1.0541, -0.1517, -2.4518], [1.2269, -0.0545, -0.9243], [-0.0446, -0.1126, -0.1211], [-0.7938, 1.2407, -0.2699], [0.2731, -0.3815, 1.3624], [-0.9969, -0.5936, 2.1773], [1.9861, -0.4488, -2.9351], [1.1864, 0.9244, -1.7007], [1.9000, -0.9125, -0.8403], [-0.6532, -0.9030, -0.5725], [-1.8262, 1.1756, 0.0428], [-0.7339, 1.4872, -1.3341], [-0.2510, 2.0284, 0.2475], [0.9101, -1.2659, 1.4382], [0.8226, 0.4996, 1.7050], [-1.5554, 0.3099, 2.3987], [-0.8396, -1.2001, 3.0659], [-1.6322, -1.2716, 1.5912]], "spin_multiplicity": 2, "homo_lumo_gap_ha": [0.34729, 0.25600], "charge": 1, "homo_energy_ev": [-15.6, -15.6]}

<iii>
{"formula": "C6H12O", "method": "ωB97M-V with the def2-TZVPD basis set", "symbols": ["C", "C", "C", "C", "C", "C", "H", "H", "H", "H", "H", "H", "H", "H", "H", "H", "H", "H", "O"], "positions_angstrom": [[-2.1100, 2.0031, 0.6726], [-1.3140, 0.7588, 0.5432], [-1.1792, 0.0976, -0.6914], [-2.3388, -0.1804, -1.5396], [0.5939, -0.5007, 1.4668], [-0.3074, 0.4939, 1.5527], [-1.5868, 2.6190, 1.4013], [-2.1346, 2.6052, -0.2310], [-3.1037, 1.9142, 1.1204], [-0.1681, -0.0670, -1.0412], [-2.6943, -1.2094, -1.3705], [-3.1693, 0.4840, -1.3146], [-2.1348, -0.1063, -2.6134], [0.8146, -1.2256, 0.6837], [1.2949, -0.7074, 2.2561], [-0.6268, 0.8599, 2.5222], [4.8607, -1.4405, -0.9280], [6.2741, -2.0474, -1.3228], [5.3225, -2.1835, -1.3246]], "spin_multiplicity": 2, "homo_lumo_gap_ha": [0.29753, 0.23533], "charge": 1, "homo_energy_ev": [-13.7, -13.7]}

Computed relative energies in units of kJ/mol: <i> 486.8; <ii> 219.4; <iii> 0.0

<i>
{"formula": "C3H5FS", "method": "ωB97M-V with the def2-TZVPD basis set", "symbols": ["C", "S", "C", "C", "F", "H", "H", "H", "H", "H"], "positions_angstrom": [[1.3710, -0.9795, 0.4107], [1.0889, 0.5552, -0.5432], [-0.6963, 0.2479, -0.2548], [-1.4248, 1.2624, -0.2220], [-1.1929, 2.3844, -0.8458], [1.6439, -0.6705, 1.4746], [0.3551, -1.6575, 0.1801], [2.2904, -1.3691, -0.1374], [-0.8999, -0.8176, -0.0040], [-2.5354, 1.0442, -0.0581]], "smiles": "CS/C=C\\F", "homo_lumo_gap_ha": 0.34277, "charge": 0, "homo_energy_ev": -8.5}

<ii>
{"formula": "C3H5FS", "method": "ωB97M-V with the def2-TZVPD basis set", "symbols": ["F", "C", "C", "C", "S", "H", "H", "H", "H", "H"], "positions_angstrom": [[2.2524, -0.6028, -0.1619], [1.2106, -0.1729, 0.5006], [0.7282, 1.1719, 0.0165], [-0.0782, -0.1075, -0.4169], [-1.9845, -0.2678, 0.0567], [0.9886, -0.5173, 1.5453], [1.2169, 1.9315, -0.8102], [0.4198, 1.8917, 0.7764], [-0.1595, -0.2841, -1.5318], [-2.1481, 1.3399, -0.0304]], "smiles": "F[C@H]1C[C@@H]1S", "homo_lumo_gap_ha": 0.36123, "charge": 0, "homo_energy_ev": -9.2}

Computed relative energies in units of kJ/mol: <i> 0.0; <ii> 49.0